No. 1
Molecular formula: C5H14S
Method: DFT, ωB97M-V/def2-TZVPD

```
20
Properties=species:S:1:pos:R:3:mulliken_charge:R:1
C -1.89 -0.83 2.24 -0.71
C -2.15 -0.91 -0.51 -0.35
S -3.07 -1.27 1.00 -0.12
H -1.43 0.09 1.91 0.22
H -2.49 -0.77 3.17 0.31
H -1.27 -1.71 2.42 0.25
H -1.34 -0.23 -0.24 -0.26
H -2.77 -0.40 -1.23 0.34
H -1.61 -1.72 -1.13 0.29
C 1.85 0.11 -0.50 -0.06
C 1.23 0.46 -1.90 -1.25
C 1.83 1.29 0.37 -1.15
H 1.32 -0.84 -0.09 0.20
H 2.85 -0.29 -0.71 0.34
H 0.23 0.85 -1.68 0.27
H 1.38 -0.22 -2.73 0.35
H 1.66 0.99 1.43 0.27
H 2.80 1.89 0.36 0.33
H 1.72 1.33 -2.35 0.39
H 1.17 2.16 0.16 0.34
```

## Properties
Kohn-Sham gap ... 9.4 eV
LUMO level ... 0.0366 Ha
Total charge ... 0


No. 2
Molecular formula: C12H18ClIInN2OPS
Method: DFT, ωB97M-V/def2-TZVPD

```
38
Properties=species:S:1:pos:R:3:mulliken_charge:R:1
C 0.22 -2.04 -0.80 -1.54
I 0.08 2.42 -0.69 -0.05
H -0.53 -2.83 -0.95 0.40
H 0.81 -2.29 0.09 0.46
H 0.86 -2.00 -1.69 0.48
In -1.00 -0.24 -0.30 1.30
P -0.63 0.25 -2.96 0.42
C 0.98 0.73 -3.69 -1.13
C -1.11 -1.19 -3.98 -1.21
H -2.72 1.46 -3.06 0.34
H -1.90 1.42 -4.66 0.43
H -1.33 2.54 -3.36 0.38
C -1.76 1.56 -3.58 -1.10
H -2.03 -1.63 -3.56 0.35
H -1.29 -0.84 -5.00 0.47
H 0.85 0.93 -4.76 0.44
H 1.71 -0.07 -3.55 0.33
H -0.32 -1.94 -3.97 0.37
H 1.36 1.64 -3.20 0.36
C 2.04 0.05 -0.68 0.17
O 3.11 0.42 -0.66 -0.19
Cl -3.33 -0.69 -0.34 -0.45
N -1.97 -2.18 2.14 -0.11
C -1.07 -1.34 2.69 0.70
N -0.38 -0.42 2.03 -0.19
C 0.51 0.27 2.87 0.20
C 1.43 1.29 2.54 -0.04
C 2.08 1.99 3.55 -0.86
C 1.89 1.64 4.89 -0.38
C 1.06 0.56 5.23 -0.54
C 0.39 -0.11 4.22 0.70
S -0.73 -1.47 4.39 -0.14
H -2.45 -2.79 2.80 0.33
H -2.50 -1.87 1.31 -0.07
H 1.58 1.52 1.48 0.04
H 2.75 2.82 3.31 0.45
H 2.39 2.19 5.68 0.44
H 0.92 0.24 6.26 0.43
```

## Properties
Kohn-Sham gap (alpha / beta) ... 5.7 / 4.7 eV
LUMO level (alpha / beta) ... -0.3520 / -0.3857 Ha
Total charge ... +2


No. 3
Molecular formula: C4H10N2OS
Method: DFT, ωB97M-V/def2-TZVPD

```
18
Properties=species:S:1:pos:R:3:mulliken_charge:R:1
C -1.30 1.53 0.29 -0.46
C -2.30 0.53 -0.20 -0.48
C -0.97 0.09 0.41 -0.42
C 0.50 -2.20 0.10 -1.24
N 1.78 0.25 0.69 -0.36
N 2.75 0.99 0.10 -0.47
O 0.90 -0.01 -1.72 -0.67
S 0.70 -0.38 -0.20 0.88
H -0.67 1.90 -0.64 0.24
H -1.42 2.11 1.20 0.25
H -3.22 0.38 0.36 0.26
H -2.44 0.51 -1.26 0.23
H -1.20 -0.63 1.15 0.53
H 0.63 -2.37 1.19 0.35
H -0.46 -2.51 -0.19 0.43
H 1.25 -2.73 -0.41 0.41
H 3.11 0.54 -0.78 0.28
H 2.37 2.01 -0.08 0.24
```

## Properties
Kohn-Sham gap ... 8.7 eV
LUMO level ... 0.0247 Ha
Total charge ... 0


No. 4
Molecular formula: CH28CdO17
Method: DFT, ωB97M-V/def2-TZVPD

```
47
Properties=species:S:1:pos:R:3:mulliken_charge:R:1
Cd -11.08 24.21 -10.65 0.48
C -13.52 23.59 -10.76 0.97
O -14.83 23.06 -10.72 1.29
O -12.77 23.20 -11.66 -0.48
O -13.09 24.37 -9.79 -0.41
O -13.70 20.76 -9.93 -0.74
H -13.98 21.57 -10.39 0.09
H -13.69 20.09 -10.62 0.37
O -16.43 21.74 -9.10 -0.73
H -16.97 21.29 -9.77 0.33
H -15.66 22.10 -9.59 0.05
O -11.24 25.22 -12.87 -0.48
H -10.48 25.65 -13.24 0.31
H -11.41 24.68 -13.60 0.29
O -14.18 26.59 -9.88 -0.85
H -15.06 26.67 -10.20 0.31
H -13.90 25.59 -9.84 0.31
O -15.49 21.20 -12.40 -0.68
H -15.37 21.92 -11.78 0.44
H -16.42 21.23 -12.69 0.31
O -15.79 24.61 -8.67 -0.62
H -15.10 24.19 -9.18 -0.31
H -16.16 24.00 -8.08 0.31
O -11.99 20.94 -12.76 -0.74
H -12.10 21.74 -12.26 0.23
H -12.61 21.01 -13.46 0.33
O -11.08 21.85 -9.74 -0.59
H -11.93 21.44 -9.83 0.32
H -10.78 21.75 -8.83 0.31
O -12.94 23.63 -14.27 -0.78
H -13.35 24.50 -14.48 0.32
H -12.96 23.58 -13.25 0.23
O -10.58 24.42 -8.39 -0.44
H -9.75 24.22 -8.02 0.25
H -10.91 25.25 -7.95 0.29
O -17.82 23.55 -10.86 -0.66
H -18.45 23.09 -10.33 0.27
H -16.99 23.45 -10.38 0.50
O -11.30 26.51 -10.15 -0.48
H -12.18 26.84 -9.93 0.28
H -10.77 27.30 -10.30 0.26
O -13.08 23.06 -7.41 -0.66
H -13.96 22.92 -7.04 0.27
H -13.13 23.76 -8.05 0.27
O -15.34 24.38 -12.79 -0.79
H -15.16 23.89 -11.96 0.12
H -14.76 25.14 -12.71 0.33
```

## Properties
Kohn-Sham gap ... 7.9 eV
LUMO level ... -0.0744 Ha
Total charge ... 0


| no. | energy (eV) |
| --- | --- |
| 1 | -16246.1140 |
| 2 | -63668.8772 |
| 3 | -20167.4241 |
| 4 | -40863.6280 |